# 1
This record from OMol25 describes 5 unconnected molecules or ions with the total composition C11H21Br6Cl3O in a non-equilibrium geometry. The level of theory is wB97M-V/def2-TZVPD.

The geometry in ORCA input format:
```
! wB97M-V def2-TZVPD RIJCOSX def2/J DEFGRID3
* xyz 0 1
Cl 2.0211 -0.8385 -1.9065
C 1.4661 0.6004 -1.0117
Cl 0.9437 0.1375 0.5790
Cl 0.1855 1.4321 -1.7793
H 2.2831 1.3139 -0.9047
C -5.2306 -0.4160 -2.9566
C -5.2400 -1.8696 -2.6503
C -5.6028 -2.4141 -4.0684
O -6.5119 -1.4669 -4.5977
C -6.4741 -0.2940 -3.8218
H -4.3017 -0.1332 -3.4519
H -5.3797 0.0733 -1.9941
H -6.0280 -2.0842 -1.9285
H -4.3201 -2.3271 -2.2860
H -5.9907 -3.4195 -3.9050
H -4.6573 -2.4404 -4.6101
H -7.4032 -0.3542 -3.2550
H -6.3847 0.6302 -4.3927
Br 3.9746 3.1408 5.5198
C 2.8494 4.0215 4.1281
C 1.3886 3.8801 4.4648
Br 0.2375 4.4946 3.0335
H 3.0334 3.4590 3.2128
H 3.0839 5.0859 4.1370
H 1.0963 4.4957 5.3156
H 1.1275 2.8364 4.6397
Br -4.3262 -1.6423 4.6112
C -2.7531 -2.7854 4.1604
C -2.8980 -3.5821 2.7954
Br -4.3471 -4.9015 2.7997
H -2.6376 -3.4204 5.0388
H -1.8500 -2.1782 4.0996
H -2.0347 -4.1757 2.4946
H -2.9783 -2.8046 2.0357
Br 7.1742 1.7369 -0.5765
C 8.9936 0.9368 -0.9704
C 9.4243 1.0885 -2.4199
Br 11.2992 0.4387 -2.8049
H 8.9789 -0.1351 -0.7726
H 9.7206 1.2150 -0.2074
H 9.3208 2.1305 -2.7226
H 8.7477 0.5350 -3.0710
*
```

Summary:
- Structure (SMILES): ClC(Cl)Cl.C1CCOC1.BrCCBr.BrCCBr.BrCCBr
- Orbital gap: 0.34846 Eh
- Relative energy (zero: lowest compared OMol25 entry of this formula, charge and spin): 0.000 eV

Löwdin atomic charge list, values in e, 2 entries:
1 Cl 0.511
2 C -1.619


# 2
This record from OMol25 describes a molecular structure, C49H56IMoN3O5Se. The level of theory is wB97M-V/def2-TZVPD.

The geometry in ORCA input format:
```
! wB97M-V def2-TZVPD RIJCOSX def2/J DEFGRID3
* xyz 0 3
Mo -0.6318 1.0450 1.2423
C -0.7711 -0.2352 5.5017
C -0.6199 -0.1373 4.0257
N -1.1140 0.8058 3.2926
N -1.8737 1.7849 3.8839
C -2.4805 2.4430 2.9221
O -2.3623 2.1218 1.6873
C -3.3328 3.6035 3.2668
C -3.5476 3.9686 4.5931
C -4.3283 5.0744 4.8840
C -4.8927 5.8176 3.8547
C -4.6765 5.4559 2.5331
C -3.8972 4.3482 2.2362
C 0.0465 -1.1786 3.2398
C 0.5664 -2.3539 3.7646
C 1.0669 -3.3010 2.8866
C 1.0257 -3.0561 1.5220
C 0.5143 -1.8506 1.0725
N 0.0494 -0.9342 1.9201
H -1.3333 0.6145 5.8745
H 0.2109 -0.2581 5.9790
H -1.2926 -1.1562 5.7706
H -3.0970 3.3832 5.3815
H -4.4959 5.3606 5.9138
H -5.5001 6.6832 4.0853
H -5.1132 6.0384 1.7327
H -3.7106 4.0513 1.2136
H 0.5643 -2.5181 4.8318
H 1.4760 -4.2285 3.2641
H 1.3892 -3.7777 0.8051
H 0.4766 -1.6054 0.0194
C -1.4680 -3.2598 -5.1941
C -2.1588 -3.7844 -3.9356
C -3.6052 -4.1464 -4.2944
C -1.4202 -5.0470 -3.4721
C -2.1451 -2.7549 -2.8075
C -1.5496 -1.5089 -2.9244
C -1.5140 -0.6413 -1.8447
Se -0.7065 1.0865 -1.9910
C 1.1185 0.5251 -1.9285
C 1.7688 0.1541 -3.0954
C 3.0939 -0.2540 -3.0694
C 3.7336 -0.2361 -1.8349
C 3.1356 0.1396 -0.6346
C 1.7747 0.5060 -0.6891
O 1.1234 0.8707 0.4128
C 4.0340 0.1469 0.6171
C 4.6253 -1.2574 0.8178
C 5.1774 1.1489 0.3838
C 3.3588 0.5484 1.9331
C 3.8546 -0.7054 -4.3148
C 2.9908 -0.6209 -5.5726
C 5.0893 0.1817 -4.5177
C 4.2995 -2.1627 -4.1323
C -2.0809 -0.9779 -0.6075
O -1.9661 -0.1586 0.4321
C -2.7641 -2.2088 -0.4803
C -2.7474 -3.0526 -1.5868
C -3.5086 -2.7177 0.7698
C -2.8014 -3.9793 1.2866
C -4.9498 -3.0742 0.3707
C -3.6153 -1.7368 1.9434
H -1.4988 -4.0239 -5.9729
H -1.9604 -2.3672 -5.5831
H -0.4198 -3.0184 -5.0075
H -3.6232 -4.8680 -5.1141
H -4.1320 -4.5910 -3.4494
H -4.1597 -3.2599 -4.6059
H -1.4263 -5.8040 -4.2596
H -0.3817 -4.8169 -3.2264
H -1.8869 -5.4802 -2.5866
H -1.0939 -1.1929 -3.8521
H 1.2179 0.1954 -4.0242
H 4.7747 -0.5312 -1.8017
H 5.2479 -1.5673 -0.0217
H 5.2445 -1.2755 1.7175
H 3.8308 -1.9959 0.9379
H 5.7520 0.9216 -0.5136
H 4.7824 2.1610 0.2821
H 5.8628 1.1352 1.2343
H 2.6113 -0.1794 2.2481
H 4.1326 0.5846 2.7044
H 2.8732 1.5205 1.8835
H 2.6532 0.3990 -5.7632
H 3.5715 -0.9470 -6.4369
H 2.1119 -1.2645 -5.5022
H 4.8003 1.2283 -4.6237
H 5.7811 0.1089 -3.6779
H 5.6279 -0.1187 -5.4189
H 3.4349 -2.8138 -3.9916
H 4.8493 -2.5074 -5.0107
H 4.9495 -2.2754 -3.2637
H -3.2354 -4.0145 -1.4871
H -2.7911 -4.7759 0.5415
H -1.7661 -3.7566 1.5539
H -3.3104 -4.3569 2.1764
H -4.9936 -3.8069 -0.4346
H -5.4779 -3.4920 1.2306
H -5.4868 -2.1831 0.0424
H -2.6473 -1.5289 2.3933
H -4.0546 -0.7850 1.6515
H -4.2525 -2.1956 2.7045
I 2.5733 9.3992 1.4521
C 1.8118 7.4598 1.4045
C 0.9996 7.0734 0.3474
C 0.4963 5.7828 0.3193
C 0.8039 4.8929 1.3400
C 1.6164 5.2915 2.3940
C 2.1263 6.5795 2.4309
C 0.2668 3.5084 1.3072
O 0.5198 2.7034 2.2529
O -0.4458 3.1139 0.3491
H 0.7641 7.7704 -0.4443
H -0.1375 5.4529 -0.4931
H 1.8416 4.5847 3.1803
H 2.7604 6.8945 3.2473
*
```

Summary:
- Orbital gap (spin up / spin down): 0.24508 / 0.24317 Eh
- Relative energy (zero: lowest compared OMol25 entry of this formula, charge and spin): 0.000 eV

Löwdin atomic charge list, values in e, 2 entries:
1 Mo 1.902
2 C -0.005


# 3
This record from OMol25 describes 11 unconnected molecules or ions with the total composition C24H47Cl22INO4PS in a non-equilibrium geometry. The level of theory is wB97M-V/def2-TZVPD.

The geometry in ORCA input format:
```
! wB97M-V def2-TZVPD RIJCOSX def2/J DEFGRID3
* xyz 0 1
C -1.4240 3.0624 2.6916
C -1.8357 1.6863 3.0501
Cl -1.7915 1.5870 4.8355
C -0.9987 0.5909 2.3832
Cl 0.4929 0.1141 3.2530
N -0.7952 0.9578 0.9773
I 0.9379 2.0359 0.6056
C -0.8892 -0.2141 0.1547
O -1.7698 -0.3283 -0.6596
O -0.0482 -1.3057 0.4026
P 1.1554 -1.5658 -0.6065
O 2.3791 -1.2134 0.2728
O 1.2198 -3.1192 -0.7158
S 1.0522 -0.6834 -2.2940
H -0.4319 3.2453 3.0250
H -2.0511 3.7613 3.1863
H -1.4542 3.2222 1.6410
H -2.8631 1.5409 2.8208
H -1.5907 -0.2895 2.3827
H 3.1720 -1.6360 -0.0783
H 1.6592 -3.4787 0.0616
Cl 4.8956 2.2823 1.2765
C 4.8300 1.1661 2.6666
C 5.9799 0.1988 2.6969
Cl 5.8698 -0.9596 1.3478
H 3.8805 0.6393 2.6148
H 4.8373 1.7795 3.5648
H 5.9482 -0.3740 3.6208
H 6.9403 0.6997 2.6314
Cl -1.7626 -3.4971 2.8474
C -1.6455 -3.9636 1.1207
C -2.3966 -5.2302 0.8153
Cl -1.6494 -6.6676 1.5697
H -0.5940 -4.0656 0.8767
H -2.0570 -3.1422 0.5389
H -2.3934 -5.3979 -0.2600
H -3.4236 -5.1639 1.1530
Cl 5.1368 5.0356 -0.6641
C 6.2787 6.2182 0.0192
C 6.2512 6.2145 1.5228
Cl 4.7176 6.8504 2.1696
H 6.0298 7.1951 -0.3823
H 7.2715 5.9406 -0.3273
H 7.0469 6.8508 1.9035
H 6.3858 5.2109 1.9143
Cl -3.1845 3.7710 0.2582
C -2.7072 2.6548 -1.0552
C -3.8970 2.0909 -1.7790
Cl -4.8389 0.9740 -0.7495
H -2.1018 1.8688 -0.6193
H -2.0944 3.2247 -1.7509
H -3.5587 1.5212 -2.6377
H -4.5658 2.8727 -2.1208
Cl -5.8735 -0.2191 1.9143
C -6.1005 -1.4388 3.1937
C -5.0091 -2.4668 3.1025
Cl -5.1896 -3.5209 1.6683
H -7.0903 -1.8762 3.1087
H -6.0314 -0.9154 4.1448
H -5.0193 -3.1277 3.9661
H -4.0414 -1.9857 3.0497
Cl 3.8943 -4.2119 -2.3590
C 3.7082 -2.7603 -3.3860
C 4.9310 -1.8927 -3.3480
Cl 5.1715 -1.1397 -1.7500
H 2.8314 -2.2227 -3.0431
H 3.5332 -3.1028 -4.4032
H 4.8202 -1.0863 -4.0650
H 5.8334 -2.4485 -3.5823
Cl -3.8105 2.9252 -5.0489
C -5.0104 2.0072 -5.9956
C -5.3542 0.6994 -5.3352
Cl -3.9830 -0.4376 -5.3545
H -4.6052 1.8585 -6.9910
H -5.9019 2.6253 -6.0697
H -6.1739 0.2254 -5.8698
H -5.6507 0.8431 -4.3001
Cl 0.2442 1.6364 -4.5092
C 1.2652 1.9255 -5.9384
C 1.2431 0.7623 -6.8906
Cl 2.0489 -0.6787 -6.2192
H 2.2703 2.1445 -5.5917
H 0.8711 2.8046 -6.4434
H 1.7713 1.0257 -7.8040
H 0.2264 0.4801 -7.1432
Cl 1.1892 -9.2942 -3.6471
C 2.4029 -8.1829 -2.9584
C 2.5109 -8.3158 -1.4649
Cl 1.0511 -7.7275 -0.6285
H 2.1317 -7.1723 -3.2438
H 3.3578 -8.4306 -3.4162
H 3.3449 -7.7181 -1.1094
H 2.6705 -9.3475 -1.1680
Cl -4.4175 3.7451 6.7242
C -2.8384 3.6771 7.5458
C -2.5478 4.9331 8.3200
Cl -2.2761 6.3335 7.2507
H -2.0810 3.4921 6.7932
H -2.8701 2.8289 8.2264
H -1.6402 4.7979 8.9037
H -3.3620 5.1821 8.9928
*
```

Summary:
- Structure (SMILES): C[C@H](Cl)[C@H](Cl)N(I)C(=O)OP(O)(O)=S.ClCCCl.ClCCCl.ClCCCl.ClCCCl.ClCCCl.ClCCCl.ClCCCl.ClCCCl.ClCCCl.ClCCCl
- Orbital gap: 0.30980 Eh

Löwdin atomic charge list, values in e, 2 entries:
1 C -0.247
2 C -0.714


# 4
This record from OMol25 describes a molecular structure, C50H55AsN11O3Sr in a non-equilibrium geometry. The level of theory is wB97M-V/def2-TZVPD.

The geometry in ORCA input format:
```
! wB97M-V def2-TZVPD RIJCOSX def2/J DEFGRID3
* xyz 1 1
Sr -0.0470 -0.1400 -0.6911
C 4.1385 -4.1511 -6.1195
C 3.5810 -3.1371 -5.1603
C 3.9120 -1.8152 -5.1968
C 3.4287 -0.8607 -4.2561
C 4.0376 0.4024 -4.3942
N 4.2404 1.3866 -3.5541
C 4.0328 1.4165 -2.1087
C 4.8259 0.3285 -1.3955
C 4.4120 0.2582 0.0694
N 5.2421 -0.7285 0.7593
C 4.9680 -1.7539 1.5463
C 3.8189 -2.4258 1.9862
C 4.0890 -3.3924 3.0090
C 3.1299 -4.1255 3.6363
C 3.4356 -5.1170 4.7245
C 1.7955 -3.8956 3.2302
C 1.4441 -3.0191 2.2401
C 0.0272 -2.8538 1.9480
N -0.3856 -2.0222 1.0946
C -1.7828 -1.8185 0.7379
C -2.0216 -2.1745 -0.7314
C -1.0553 -3.1983 -1.3289
N 0.1196 -2.4976 -1.8321
C 0.9408 -3.1690 -2.5278
C 2.0523 -2.6333 -3.2980
C 2.6411 -3.5100 -4.1803
C 2.4064 -1.2250 -3.2868
O 1.8407 -0.3844 -2.5509
C 2.4561 -2.2547 1.4982
O 2.1707 -1.5469 0.5175
H 4.8429 -3.6905 -6.8104
H 4.6628 -4.9480 -5.5896
H 3.3464 -4.6155 -6.7092
H 4.6125 -1.4713 -5.9517
H 4.4902 0.5866 -5.3647
H 4.7247 2.1822 -3.9403
H 4.3312 2.4092 -1.7743
H 2.9761 1.2825 -1.8961
H 4.5997 -0.6357 -1.8553
H 5.9047 0.4946 -1.4918
H 4.5335 1.2256 0.5655
H 3.3743 -0.0466 0.1476
H 6.2324 -0.5626 0.6539
H 5.8833 -2.1695 1.9582
H 5.1241 -3.5318 3.3053
H 4.5083 -5.2803 4.8160
H 3.0673 -4.7685 5.6913
H 2.9659 -6.0808 4.5225
H 1.0027 -4.4439 3.7337
H -0.6772 -3.4875 2.5076
H -2.4651 -2.3752 1.3929
H -1.9926 -0.7601 0.9378
H -3.0145 -2.6318 -0.7741
H -2.1399 -1.3437 -1.4422
H -0.7745 -3.9668 -0.6039
H -1.5647 -3.7021 -2.1551
H 0.7868 -4.2492 -2.6525
H 2.3183 -4.5475 -4.1499
C 0.9757 2.5374 2.1103
N 0.5836 1.1097 2.0829
C -0.7802 1.0387 2.6214
N -0.9008 1.5809 3.9708
C -0.4503 2.9784 3.9464
N 0.9224 3.0978 3.4570
C 1.7948 2.3158 4.3290
N 1.4084 0.9010 4.3652
C 1.4660 0.3795 3.0014
C 0.0191 0.8239 4.8297
H 0.2899 3.0934 1.4711
H 1.9837 2.6340 1.7058
H -1.0834 -0.0114 2.6515
H -1.4046 1.5859 1.9138
H -0.5097 3.3846 4.9578
H -1.1106 3.5548 3.2952
H 1.7498 2.7224 5.3409
H 2.8223 2.3932 3.9670
H 1.1716 -0.6698 3.0160
H 2.4957 0.4510 2.6359
H -0.0359 1.2172 5.8460
H -0.2908 -0.2244 4.8423
O -2.0214 1.8957 -0.3963
As -3.6849 1.9026 -0.5565
C -4.3825 3.6544 -0.3673
C -5.6809 3.8692 0.0856
C -6.1412 5.1713 0.1994
C -5.3066 6.2323 -0.1350
C -4.0116 6.0034 -0.5782
C -3.5355 4.7056 -0.6965
C -4.0817 1.1289 -2.2802
C -5.3720 0.8179 -2.6963
C -5.5805 0.2890 -3.9610
C -4.5044 0.0873 -4.8153
C -3.2205 0.4279 -4.4129
C -3.0076 0.9558 -3.1476
C -4.3913 0.7552 0.8179
C -4.0980 1.1193 2.1303
C -4.4371 0.2769 3.1767
C -5.0889 -0.9227 2.9155
C -5.3929 -1.2818 1.6100
C -5.0414 -0.4459 0.5571
H -6.3195 3.0372 0.3612
H -7.1463 5.3597 0.5527
H -5.6730 7.2468 -0.0458
H -3.3561 6.8247 -0.8368
H -2.5203 4.5377 -1.0362
H -6.2189 0.9942 -2.0428
H -6.5835 0.0437 -4.2842
H -4.6717 -0.3192 -5.8040
H -2.3865 0.3009 -5.0909
H -2.0222 1.2788 -2.8294
H -3.5930 2.0558 2.3369
H -4.1914 0.5610 4.1914
H -5.3687 -1.5738 3.7336
H -5.9083 -2.2123 1.4088
H -5.2591 -0.7448 -0.4605
N 1.3709 1.9541 -0.7852
C 1.2798 3.1154 -0.9018
N 1.3480 4.3978 -1.0165
C 0.2303 5.0683 -1.2511
N -0.7007 5.7243 -1.4623
*
```

Summary:
- Orbital gap: 0.26193 Eh
- Relative energy (zero: lowest compared OMol25 entry of this formula, charge and spin): 1.815 eV

Löwdin atomic charge list, values in e, 2 entries:
1 Sr 1.442
2 C -0.047


# 5
This record from OMol25 describes 2 unconnected molecules or ions with the total composition C4H12. The level of theory is wB97M-V/def2-TZVPD.

The geometry in ORCA input format:
```
! wB97M-V def2-TZVPD RIJCOSX def2/J DEFGRID3
* xyz -1 2
C -1.0862 -1.1281 1.9446
C -0.2309 -2.3059 1.4534
H -0.7262 -0.6433 2.8539
H -1.1973 -0.3660 1.1663
H -2.1044 -1.4733 2.1751
H -0.7165 -3.2427 1.7628
H -0.1193 -2.2887 0.3701
H 0.7846 -2.3717 1.8607
C 0.9914 1.4852 -2.3507
C 0.3413 1.9737 -1.0556
H 1.9240 2.0191 -2.5398
H 1.1931 0.4114 -2.3270
H 0.3327 1.7227 -3.1965
H 1.0586 1.9676 -0.2274
H -0.0404 2.9951 -1.1533
H -0.4046 1.2450 -0.7366
*
```

Summary:
- Orbital gap (spin up / spin down): 0.10545 / 0.45422 Eh
- Relative energy (zero: lowest compared OMol25 entry of this formula, charge and spin): 0.199 eV

Löwdin atomic charge list, values in e, 2 entries:
1 C -0.301
2 C -0.328


# 6
This record from OMol25 describes 4 unconnected molecules or ions with the total composition C3H15NO3 in a non-equilibrium geometry. The level of theory is wB97M-V/def2-TZVPD.

The geometry in ORCA input format:
```
! wB97M-V def2-TZVPD RIJCOSX def2/J DEFGRID3
* xyz -1 2
C 0.8511 0.1766 -1.7229
N 1.2370 0.4153 -0.3276
C 2.6923 0.3979 -0.3315
C 0.6982 1.6226 0.3176
H 1.3348 -0.7718 -2.0065
H 1.1891 1.0062 -2.3463
H -0.1933 -0.0653 -1.9020
H 3.0594 0.6413 0.6816
H 3.1711 -0.4924 -0.7039
H 3.0422 1.2423 -0.9590
H 0.9418 1.6273 1.3867
H -0.3830 1.6422 0.1493
H 1.1286 2.5240 -0.1319
H -3.4902 0.9301 -1.0003
H -2.8521 -0.0164 0.0902
O -2.7073 0.7867 -0.4450
H 0.7282 -1.7946 2.0907
H 0.7270 -0.7926 0.8263
O 0.2687 -1.5578 1.2656
H -1.4205 -1.4864 0.9110
H -2.5510 -2.3825 1.2636
O -2.4036 -1.4712 0.9636
*
```

Summary:
- Orbital gap (spin up / spin down): 0.09202 / 0.33660 Eh
- Relative energy (zero: lowest compared OMol25 entry of this formula, charge and spin): 0.599 eV

Löwdin atomic charge list, values in e, 2 entries:
1 C -0.179
2 N -0.365


# 7
This record from OMol25 describes a gas-phase ion, C18H30NO2 (charge +1) in a non-equilibrium geometry. The level of theory is wB97M-V/def2-TZVPD.

The geometry in ORCA input format:
```
! wB97M-V def2-TZVPD RIJCOSX def2/J DEFGRID3
* xyz 1 1
C 2.1724 2.3105 -0.6287
C 1.7179 2.4052 -2.1611
C 0.9971 1.0258 -2.5000
C 2.0629 -0.1051 -2.8091
C 1.6731 -1.4096 -1.9937
C 2.2783 -1.4689 -0.5400
C 2.1760 -2.9493 0.0024
C 0.7518 -3.3614 0.5681
C 0.0570 -2.2795 1.4863
C -0.8313 -1.2193 0.7216
C -1.8111 -1.8276 -0.3484
C -2.9501 -0.8030 -0.7972
O -2.4642 0.5690 -0.9084
C -3.1541 1.4260 -0.0674
O -4.2505 1.8496 -0.2536
C -2.3699 1.8313 1.2408
C -2.8448 1.3996 2.5835
C -2.0462 1.7765 3.7352
N -0.8885 2.5099 3.5596
C -0.4112 2.9424 2.3506
C -1.1334 2.6197 1.1364
H 2.4585 3.3472 -0.3151
H 1.2795 1.9574 -0.0359
H 3.0111 1.5719 -0.5834
H 0.9696 3.2232 -2.3358
H 2.6035 2.5716 -2.8338
H 0.2488 1.1515 -3.3349
H 0.4427 0.7151 -1.5686
H 3.1244 0.1834 -2.5983
H 1.9661 -0.3812 -3.8976
H 2.0548 -2.3175 -2.5467
H 0.5540 -1.4793 -2.0019
H 1.8693 -0.7037 0.1683
H 3.3824 -1.2389 -0.6458
H 2.9282 -3.0366 0.8422
H 2.4257 -3.6726 -0.8276
H 0.0571 -3.7421 -0.2382
H 0.9360 -4.2628 1.2280
H -0.5930 -2.8100 2.2280
H 0.8725 -1.7008 2.0124
H -1.4840 -0.7215 1.5054
H -0.2416 -0.3749 0.2602
H -1.3105 -2.2506 -1.2553
H -2.3577 -2.6898 0.1390
H -3.3269 -1.1527 -1.8022
H -3.8447 -0.8652 -0.1086
H -3.7792 0.7969 2.6594
H -2.3573 1.4674 4.7619
H -0.3471 2.7307 4.3987
H 0.5401 3.5211 2.2403
H -0.8134 2.9208 0.1088
*
```

Summary:
- Structure (SMILES): CCCCCCCCCCCCOC(=O)c1cc[nH+]cc1
- Orbital gap: 0.28461 Eh
- Relative energy (zero: lowest compared OMol25 entry of this formula, charge and spin): 3.583 eV

Löwdin atomic charge list, values in e, 2 entries:
1 C -0.112
2 C -0.237